C32H73IN2O2P | ωB97M-V/def2-TZVPD

CARTESIAN COORDINATES (ANGSTROEM)
C -0.2068 3.4762 1.7225
P 1.1510 4.2881 0.7933
C 1.5549 5.6444 1.9713
C 0.3243 5.1698 -0.6289
C -0.0463 4.2316 -1.8026
C 0.2774 2.7245 -1.7327
C 1.6399 2.3102 -2.3418
C 2.7280 1.8221 -1.3604
N 3.1543 0.4239 -1.5306
N 1.1949 6.2374 -1.1684
I 3.1743 5.7429 -1.5489
C -0.9557 6.0017 -0.1741
O -1.1590 6.0547 1.0532
O -1.6064 6.5132 -1.1027
H -0.8794 2.9639 1.0377
H 0.2103 2.7778 2.4493
H -0.8074 4.2107 2.2562
H 2.4913 5.3832 2.4638
H 0.7530 5.7796 2.6940
H 1.7141 6.5881 1.4528
H 0.4450 4.6268 -2.6932
H -1.1108 4.3622 -1.9820
H -0.4905 2.2321 -2.3363
H 0.1742 2.3152 -0.7298
H 2.0237 3.1307 -2.9494
H 1.4653 1.4848 -3.0387
H 2.4168 1.9797 -0.3320
H 3.6244 2.4312 -1.4946
H 3.4787 0.2946 -2.4804
H 2.3695 -0.2001 -1.3930
H 1.2092 7.0150 -0.5170
C -0.2052 -0.1104 1.0993
C 0.1484 -1.3470 0.2794
C -0.8129 -2.5144 0.4935
C -0.8623 -3.0443 1.9268
C 0.4779 -3.5134 2.4902
C 1.0863 -4.6836 1.7221
H -0.1634 -0.3100 2.1715
H 0.4898 0.7033 0.8930
H -1.2109 0.2414 0.8583
H 1.1737 -1.6557 0.5032
H 0.1336 -1.0816 -0.7823
H -0.5482 -3.3250 -0.1917
H -1.8224 -2.1977 0.2068
H -1.5740 -3.8755 1.9664
H -1.2689 -2.2709 2.5842
H 0.3292 -3.8136 3.5312
H 1.1873 -2.6823 2.5117
H 0.4098 -5.5412 1.7211
H 2.0272 -4.9986 2.1758
H 1.2968 -4.4182 0.6847
C -7.8591 -2.9170 -0.4680
C -7.6433 -2.4776 0.9777
C -6.4986 -1.4793 1.1459
C -5.1271 -2.0040 0.7203
C -4.6799 -3.2803 1.4293
C -4.5176 -3.1164 2.9377
H -6.9834 -3.4307 -0.8684
H -8.7043 -3.6032 -0.5442
H -8.0670 -2.0569 -1.1076
H -7.4699 -3.3574 1.6038
H -8.5621 -2.0169 1.3504
H -6.4605 -1.1553 2.1894
H -6.7213 -0.5810 0.5624
H -4.3838 -1.2203 0.8971
H -5.1233 -2.1805 -0.3595
H -3.7203 -3.5889 1.0045
H -5.3803 -4.0942 1.2212
H -3.7894 -2.3360 3.1662
H -4.1667 -4.0455 3.3908
H -5.4607 -2.8525 3.4190
C 10.3494 7.2234 0.5518
C 9.3424 6.9381 -0.5591
C 7.8908 7.1642 -0.1392
C 7.4061 6.2752 1.0068
C 7.5324 4.7737 0.7525
C 6.7109 4.2959 -0.4409
H 10.2026 6.5630 1.4075
H 11.3718 7.0790 0.1978
H 10.2586 8.2540 0.9017
H 9.4740 5.9133 -0.9166
H 9.5617 7.5870 -1.4115
H 7.2439 7.0221 -1.0086
H 7.7666 8.2108 0.1572
H 6.3563 6.5114 1.2040
H 7.9489 6.5283 1.9228
H 7.1969 4.2440 1.6478
H 8.5827 4.4989 0.6129
H 5.6557 4.5325 -0.2963
H 6.7988 3.2156 -0.5662
H 7.0405 4.7630 -1.3712
C -2.0063 -6.0051 -0.3646
C -2.9008 -5.5479 -1.5123
C -4.3461 -6.0221 -1.3793
C -4.5310 -7.5404 -1.3798
C -3.9814 -8.2540 -2.6138
C -4.6514 -7.8212 -3.9149
H -1.9308 -7.0931 -0.3151
H -0.9968 -5.6121 -0.4836
H -2.3939 -5.6481 0.5918
H -2.4776 -5.8825 -2.4636
H -2.8983 -4.4547 -1.5476
H -4.9402 -5.5816 -2.1854
H -4.7620 -5.6237 -0.4496
H -5.6001 -7.7593 -1.2908
H -4.0631 -7.9656 -0.4875
H -4.1222 -9.3304 -2.4833
H -2.9022 -8.0964 -2.6890
H -5.7273 -8.0044 -3.8768
H -4.2472 -8.3751 -4.7635
H -4.4975 -6.7599 -4.1139

The calculation puts the total energy at -58834.9187 eV. As for the spin multiplicity: 1. Its charge is -1.